# 1
C7H19NSi | ωB97M-V/def2-TZVPD

The value obtained for the total energy is -16933.6636 eV. For the gap between HOMO and LUMO, the calculation gives 10.172 eV. The value obtained for the LUMO energy is 0.915 eV. Its SMILES is CC(C)[Si@H](C)N.C=CC. The value obtained for the molecular weight is 145.3 g/mol. The value obtained for the energy above the lowest of the compared OMol25 structures with the same formula, charge and spin is 258.12 kJ/mol.

```
28
Properties=species:S:1:pos:R:3:forces:R:3:lowdin_charge:R:1
C -1.687 -2.051 -0.784 -0.66 0.14 2.14 -0.1093
C -1.084 -1.211 0.466 -1.57 -1.79 -1.58 -0.4445
C -1.960 -1.715 1.665 -0.69 3.03 -1.50 -0.1402
Si -1.156 0.691 0.372 -1.08 -0.91 -2.01 0.5102
C -3.009 1.172 0.045 -1.14 -0.03 2.16 -0.2122
N -0.142 1.327 -0.878 0.75 -1.15 -0.07 -0.0977
H -1.835 -3.009 -0.237 -0.12 0.23 -1.07 0.0623
H -2.668 -1.720 -1.148 0.23 0.09 0.11 0.0651
H -1.030 -2.235 -1.601 0.62 0.21 -0.64 0.0436
H -0.103 -1.686 0.436 0.42 0.55 0.85 0.0826
H -1.501 -1.285 2.501 0.50 0.04 1.93 0.0399
H -2.193 -2.741 1.750 0.30 -1.20 0.01 0.0544
H -2.952 -1.173 1.592 0.87 -0.75 0.07 0.0648
H -0.539 1.282 1.490 0.01 0.44 1.77 -0.0313
H -3.707 0.424 0.670 1.46 1.81 -1.28 0.0504
H -3.222 2.240 0.435 0.26 -1.68 -0.52 0.0373
H -3.399 1.130 -0.984 0.54 -0.09 0.23 0.0122
H -0.554 1.865 -1.587 -0.74 0.91 -0.96 -0.0042
H 0.470 0.664 -1.351 -0.01 0.19 0.34 0.0254
C 2.806 0.823 0.766 -0.21 2.72 1.99 -0.0634
C 3.434 0.354 -0.241 0.88 -0.91 -3.32 -0.2808
C 4.260 1.236 -1.190 0.98 -0.52 2.02 -0.1060
H 2.206 0.149 1.284 -1.16 -0.56 1.32 0.0274
H 2.926 1.889 1.068 -0.35 -0.98 -0.01 0.0883
H 3.166 -0.697 -0.469 0.75 0.55 -0.36 0.1008
H 4.767 2.022 -0.503 -1.01 -0.91 -1.54 0.0999
H 5.077 0.607 -1.580 -0.29 0.50 -0.30 0.0592
H 3.629 1.649 -1.987 0.41 0.06 0.23 0.0658
```
Forces are in eV/Å.

# 2
C7H20Be2O11Ti | ωB97M-V/def2-TZVPD

The value obtained for the total energy is -54014.5037 eV. For the gap between HOMO and LUMO (spin up / spin down), the calculation gives 4.852 / 6.916 eV. The value obtained for the LUMO energy (spin up / spin down) is -1.538 / -1.751 eV. As for the multiplicity: 5. The value obtained for the molecular weight is 346.1 g/mol.

```
41
Properties=species:S:1:pos:R:3:forces:R:3:lowdin_spin:R:1
Ti -0.654 -2.158 -2.452 0.30 4.36 0.56 2.0004
Be -2.366 0.948 -0.982 1.28 0.07 -0.87 0.5023
Be 1.406 1.275 -2.983 -2.17 -1.32 0.48 0.7394
C 0.332 -0.269 -0.578 -2.06 1.59 -4.00 0.0325
O 0.159 0.940 -0.550 0.80 4.66 1.96 0.0776
O 1.140 -0.750 -1.389 4.62 -2.61 -2.84 0.0691
O -0.680 -0.972 -0.412 -4.55 -4.59 1.70 0.0519
C -1.336 0.252 -3.655 0.79 1.47 4.02 0.0349
O -2.216 -0.449 -3.175 -4.50 -6.59 1.05 0.0460
O -0.270 -0.171 -4.044 6.29 -5.03 -3.73 0.0739
O -1.260 1.341 -3.137 -0.38 8.14 2.06 0.1069
C 1.987 2.319 2.442 -0.20 -1.05 -0.40 0.0005
O 2.252 2.006 1.100 1.04 0.54 -0.73 0.0038
H 1.399 1.473 2.800 -0.29 0.27 0.82 0.0001
H 2.946 2.315 2.959 -0.14 0.27 0.09 0.0000
H 1.457 3.265 2.554 0.02 0.10 0.23 0.0002
H 1.461 1.793 0.599 -0.46 -0.23 -0.10 0.0002
C 0.989 -2.486 2.201 0.58 0.41 1.54 0.0005
O 0.629 -3.051 1.000 -0.13 -0.79 -1.13 0.0021
H 0.430 -2.938 3.019 -0.19 0.03 0.11 0.0001
H 2.042 -2.642 2.435 0.16 -0.25 -0.16 0.0000
H 0.869 -1.405 2.267 -0.35 0.18 -0.24 0.0003
H 0.285 -2.374 0.412 -0.31 0.30 0.06 0.0008
C -1.754 4.465 -0.176 1.34 -0.84 -0.67 0.0089
O -1.429 3.058 0.156 -1.34 1.41 -0.54 0.0947
H -2.729 4.818 0.160 0.36 -0.27 0.79 0.0015
H -0.859 5.024 0.097 -0.58 0.56 0.74 0.0008
H -1.767 4.664 -1.248 -0.13 -0.80 -0.37 0.0012
H -0.551 3.059 0.543 0.02 -0.23 -0.14 0.0020
C -4.073 -2.175 -0.530 -0.61 0.69 1.46 0.0144
O -4.132 -0.759 -0.271 0.35 0.12 -0.77 0.1169
H -4.596 -2.458 -1.443 0.24 0.12 -0.03 0.0009
H -3.043 -2.524 -0.450 0.07 0.00 -0.29 0.0046
H -4.606 -2.522 0.355 0.05 -1.26 -0.41 0.0018
H -4.671 -0.673 0.519 0.12 0.46 -0.05 0.0076
C 4.086 -2.056 0.574 0.93 0.62 1.24 0.0001
O 3.604 -2.452 -0.641 -1.09 -0.76 -1.49 0.0007
H 3.525 -1.192 0.931 0.43 0.42 0.13 0.0001
H 4.012 -2.784 1.382 -0.12 -0.53 -0.14 0.0000
H 5.146 -1.859 0.413 0.15 0.47 0.55 0.0000
H 2.837 -1.898 -0.804 -0.35 -0.10 -0.45 0.0001
```
Forces are in eV/Å.

# 3
C7H20Cl2N4Rh | ωB97M-V/def2-TZVPD

The value obtained for the total energy is -41567.4715 eV. For the gap between HOMO and LUMO (spin up / spin down), the calculation gives 6.867 / 6.866 eV. The value obtained for the LUMO energy (spin up / spin down) is -13.460 / -13.460 eV. The value obtained for the molecular weight is 334.1 g/mol. The total charge is +3.

```
34
Properties=species:S:1:pos:R:3:forces:R:3:lowdin_charge:R:1
Rh 0.637 0.622 -0.051 -1.38 -3.79 0.02 0.9641
N -0.940 1.868 -0.117 0.57 0.33 -0.02 0.0058
C -2.092 1.279 0.601 -0.40 0.34 0.14 -0.1480
C -2.315 -0.092 0.059 -0.35 -0.35 0.06 -0.1152
N -1.027 -0.847 -0.033 1.10 1.08 -0.05 -0.1924
C -0.937 -1.585 -1.326 -0.32 -0.32 -0.03 -0.1258
C -0.665 -0.608 -2.434 -0.11 -0.35 -0.13 -0.1715
N 0.619 0.038 -2.111 0.34 1.68 0.06 -0.0287
C -0.774 -1.711 1.153 -0.23 -0.29 0.07 -0.1267
C -0.490 -0.867 2.363 0.01 -0.40 0.06 -0.1647
N 0.673 -0.019 2.022 0.24 1.57 -0.05 -0.0218
H -1.159 2.042 -1.100 -0.10 0.12 0.04 0.1401
H -0.708 2.774 0.299 0.10 0.04 -0.12 0.1579
H -1.867 1.302 1.662 0.04 0.03 -0.01 0.1195
H -2.996 1.879 0.462 0.14 0.18 -0.08 0.1677
H -3.035 -0.620 0.689 0.10 -0.17 -0.04 0.1658
H -2.757 -0.046 -0.935 0.00 0.04 0.02 0.1395
H -0.140 -2.327 -1.248 0.05 0.04 0.00 0.1446
H -1.862 -2.136 -1.520 -0.04 0.01 0.17 0.1673
H -0.633 -1.121 -3.397 0.10 0.03 -0.02 0.1603
H -1.433 0.160 -2.514 0.00 -0.01 -0.05 0.1230
H 1.393 -0.615 -2.241 0.04 0.03 -0.03 0.1341
H 0.799 0.821 -2.740 0.13 -0.16 -0.20 0.1326
H -1.628 -2.370 1.335 -0.05 0.02 -0.16 0.1653
H 0.078 -2.357 0.927 0.03 0.04 -0.03 0.1429
H -1.326 -0.243 2.661 -0.01 -0.03 0.01 0.1205
H -0.271 -1.516 3.212 0.09 0.06 0.04 0.1589
H 0.755 0.775 2.658 0.11 -0.19 0.26 0.1306
H 1.535 -0.555 2.131 0.05 0.06 0.05 0.1273
Cl 5.644 2.398 -0.115 -0.01 0.13 0.00 0.7586
C 4.637 1.043 -0.093 1.05 -0.38 -0.01 -0.8262
Cl 2.821 1.712 -0.079 -0.72 0.54 0.01 0.4958
H 4.742 0.467 0.819 -0.27 0.04 0.08 0.0493
H 4.721 0.454 -0.999 -0.27 0.04 -0.07 0.0496
```
Forces are in eV/Å.

# 4
C7H20F3O7Y2 | ωB97M-V/def2-TZVPD

The value obtained for the total energy is -32111.6294 eV. For the gap between HOMO and LUMO (spin up / spin down), the calculation gives 7.364 / 6.612 eV. The value obtained for the LUMO energy (spin up / spin down) is -15.859 / -16.425 eV. As for the multiplicity: 2. The value obtained for the molecular weight is 451.0 g/mol. The total charge is +4.

```
39
Properties=species:S:1:pos:R:3:forces:R:3:lowdin_spin:R:1
Y 1.611 -24.808 3.870 2.45 0.32 1.42 0.0015
Y 3.247 -22.035 1.903 0.85 -1.07 2.83 -0.0002
O 3.219 -23.113 3.959 -1.17 0.09 -1.49 -0.0011
H 3.655 -23.172 4.831 0.33 0.42 -0.63 -0.0012
O 1.711 -23.704 1.833 0.33 1.32 0.35 0.0005
H 0.908 -23.596 1.288 0.29 -0.31 -0.16 0.0000
C 2.657 -25.516 7.447 -2.31 0.14 -0.20 -0.0062
O 3.353 -24.346 7.839 0.73 1.31 -1.38 0.5603
O 2.546 -25.450 6.000 0.22 0.71 1.30 0.3390
C 3.181 -26.843 8.085 2.13 -3.92 0.24 0.0050
F 2.469 -27.884 7.600 -0.17 1.21 -1.37 0.0083
F 4.504 -27.150 7.849 -1.52 1.45 -0.45 0.0015
F 3.019 -27.021 9.383 -0.13 2.18 0.28 0.0004
C 2.626 -23.082 8.210 0.75 0.08 1.64 0.0427
C 3.625 -22.102 8.774 1.89 0.39 0.00 0.0064
H 3.277 -21.111 9.062 -0.91 -0.19 -0.29 0.0000
H 4.224 -22.377 9.643 -0.56 -0.83 0.23 0.0006
H 4.426 -21.898 8.064 -0.10 0.02 -0.49 0.0011
H 1.879 -23.334 8.963 -0.27 -0.50 -0.08 0.0154
H 2.125 -22.573 7.386 -0.05 -0.77 -0.62 0.0255
H 1.699 -25.347 7.940 -0.62 -0.70 -0.47 0.0004
O 0.503 -22.923 4.872 0.20 -0.90 -0.66 0.0005
H -0.444 -22.785 4.839 -0.94 0.06 0.21 0.0000
H 0.861 -22.076 5.137 0.36 0.37 0.26 0.0004
O 3.682 -25.758 2.838 -1.20 0.44 0.50 -0.0003
H 4.246 -25.454 2.126 0.10 -0.23 -0.53 0.0000
H 4.268 -26.249 3.414 0.42 -0.65 0.47 -0.0001
C 7.686 -21.308 2.856 -0.44 0.75 -0.11 0.0000
C 6.325 -21.899 3.318 3.21 -0.33 2.57 0.0000
C 6.264 -21.944 4.842 1.48 -1.19 1.02 -0.0001
O 5.245 -21.064 3.023 -3.59 0.14 -3.21 0.0000
H 8.527 -21.584 3.493 -0.15 -0.77 -0.26 0.0000
H 7.734 -20.227 2.983 -0.55 0.35 0.11 0.0000
H 7.889 -21.447 1.794 0.10 -0.40 0.12 0.0000
H 6.271 -22.900 2.889 -0.80 -0.09 -0.35 0.0000
H 7.195 -22.346 5.240 0.36 0.27 -0.12 0.0000
H 5.601 -22.642 5.354 -0.79 0.01 -0.52 -0.0001
H 6.149 -20.964 5.305 -0.01 0.17 -0.23 0.0000
H 5.440 -20.195 3.380 0.07 0.65 0.04 0.0000
```
Forces are in eV/Å.

# 5
C7H20N3Si | ωB97M-V/def2-TZVPD

The value obtained for the total energy is -19923.0433 eV. For the gap between HOMO and LUMO, the calculation gives 8.483 eV. The value obtained for the LUMO energy is -3.791 eV. The value obtained for the molecular weight is 174.3 g/mol. The total charge is +1. The value obtained for the energy above the lowest of the compared OMol25 structures with the same formula, charge and spin is 0.00 kJ/mol.

```
31
Properties=species:S:1:pos:R:3:forces:R:3:lowdin_charge:R:1
C 0.099 -0.006 -1.740 0.36 -1.61 -0.71 -0.2139
C 2.294 0.198 2.116 1.02 0.81 2.26 -0.0832
C 1.432 0.409 -3.979 2.91 0.31 -2.90 -0.1199
C -1.079 -1.667 3.327 -0.79 -1.92 -0.81 -0.1561
C -3.024 -0.060 1.344 1.34 0.29 0.09 -0.1569
C 1.187 1.151 2.650 -0.09 -0.33 -3.34 -0.2280
C 0.573 -0.522 -3.164 -0.41 -0.47 1.21 -0.4326
N -0.455 1.070 -1.397 0.20 0.35 0.25 0.0902
N -0.220 0.918 2.061 2.14 -1.40 2.53 -0.0616
N -0.715 -0.776 -3.906 0.66 0.33 1.29 0.0271
Si -1.344 -0.269 2.223 -1.78 0.36 -0.72 0.8177
H 2.613 0.795 1.274 0.66 -1.04 -0.70 0.0563
H 3.171 0.253 2.943 -1.93 -0.41 -2.08 0.1333
H 2.007 -0.861 1.910 0.25 1.01 0.11 0.0725
H 2.575 0.605 -3.725 -2.44 -0.66 0.13 0.1097
H 1.035 1.428 -4.267 -0.07 -1.18 0.67 0.0818
H 1.520 -0.167 -5.014 -0.06 1.31 1.88 0.1087
H -1.974 -2.273 3.637 0.57 0.34 -1.28 0.0845
H -0.235 -2.304 3.011 -0.52 -0.04 -0.25 0.0642
H -0.802 -1.424 4.281 1.20 1.50 2.58 0.0068
H -3.778 0.083 2.129 0.27 1.36 0.10 0.0407
H -2.880 0.732 0.514 -0.89 -1.44 1.38 0.0713
H -3.477 -1.027 1.097 0.82 -0.11 -1.11 0.0414
H 1.236 1.268 3.657 -0.73 -0.24 3.17 0.0647
H 1.493 2.150 2.281 -0.50 -0.43 0.13 0.1226
H 1.142 -1.495 -2.915 -0.94 1.40 -0.76 0.1446
H -0.272 1.591 1.379 -1.01 1.68 -2.28 0.0367
H 0.176 -0.808 -0.967 -0.01 0.55 -0.36 0.0937
H -0.487 1.761 -2.147 -0.03 0.00 -0.19 0.0571
H -1.234 0.077 -3.701 -0.36 -0.34 -0.55 0.0567
H -0.575 -0.831 -4.912 0.17 0.03 0.25 0.0698
```
Forces are in eV/Å.

# 6
C7H21AlN4O3P | ωB97M-V/def2-TZVPD

The value obtained for the total energy is -35592.7905 eV. For the gap between HOMO and LUMO, the calculation gives 8.130 eV. The value obtained for the LUMO energy is 3.235 eV. The value obtained for the molecular weight is 267.2 g/mol. The total charge is -1.

```
37
Properties=species:S:1:pos:R:3:forces:R:3:lowdin_charge:R:1
C 4.332 0.203 -1.585 -0.31 -0.27 0.37 -0.1347
C 4.359 0.450 -0.065 0.49 0.32 -0.50 -0.2679
C 3.714 1.757 0.398 -0.15 -0.21 0.92 -0.3431
N 2.326 1.647 0.884 -0.39 -0.17 -1.23 -0.0804
Al 1.209 0.346 0.111 -0.13 -0.26 1.15 0.1412
O 1.185 -1.188 1.085 0.26 0.05 -0.78 -0.1960
C -0.117 -1.447 1.507 0.13 0.42 0.87 -0.3056
C -1.073 -0.778 0.516 -0.19 -0.35 -0.04 -0.6265
C -2.549 -0.797 0.915 0.52 0.62 0.34 -0.1202
C -3.398 0.283 0.197 -0.09 -0.44 -0.22 -0.6851
N -3.002 0.534 -1.188 -0.46 0.42 -0.09 0.0721
N -4.811 -0.112 0.157 0.01 0.41 -0.03 0.0619
N -3.339 1.518 0.960 -0.35 0.11 -0.27 0.0792
P -0.972 -1.942 -0.993 0.30 -0.63 0.10 0.7459
O -0.431 -3.304 -0.736 0.01 -0.17 0.18 -0.4546
O -0.602 0.527 0.387 0.28 0.26 -0.79 -0.1998
H 5.305 -0.118 -1.943 0.20 -0.04 -0.10 0.0539
H 3.611 -0.561 -1.846 -0.16 -0.07 -0.17 0.0383
H 4.048 1.110 -2.104 -0.03 0.19 -0.22 0.0593
H 5.413 0.532 0.193 0.19 -0.07 0.26 0.0879
H 3.980 -0.407 0.486 -0.21 -0.07 0.15 0.0985
H 3.847 2.500 -0.389 -0.10 0.11 -0.24 0.0924
H 4.321 2.112 1.236 0.15 0.15 0.10 0.0838
H 1.877 2.535 0.666 0.00 0.09 0.34 0.0297
H 1.349 0.188 -1.467 0.19 -0.05 -0.18 -0.0237
H -0.338 -2.496 1.709 0.18 -0.30 -0.42 0.1094
H -0.263 -0.931 2.469 -0.35 0.10 0.08 0.1214
H -2.590 -0.561 1.976 -0.13 -0.05 0.24 0.1163
H -2.968 -1.788 0.778 -0.13 -0.23 -0.09 0.0972
H -3.022 -0.292 -1.767 0.07 -0.02 -0.04 0.0294
H -2.099 0.987 -1.226 0.23 -0.32 0.07 0.0655
H -4.892 -1.049 -0.214 -0.12 -0.08 0.14 0.0613
H -5.197 -0.073 1.092 0.08 -0.25 0.06 0.0677
H -2.476 1.987 0.702 0.14 -0.09 0.32 0.0668
H -4.102 2.082 0.592 0.12 0.11 -0.03 0.0686
H -2.321 -2.105 -1.409 0.03 0.36 -0.19 -0.0011
H -0.316 -1.348 -2.083 -0.28 0.44 -0.05 -0.0091
```
Forces are in eV/Å.